Density functional theory data (the ωB97M-V functional and the def2-TZVPD basis) for a molecular structure, C20H26N2O2ScSi at a distorted geometry.

* frontier orbital gap: 7.02 eV
* highest occupied orbital energy: -10.3 eV
* E: -2087.6185 Ha

```
! RIJCOSX wB97M-V def2-TZVPD def2/J DEFGRID3
* xyz 1 1
C 1.401 -0.739 2.229
C 1.963 -0.974 0.956
C 3.287 -0.469 0.922
H 1.530 -1.557 0.164
C 3.602 0.037 2.244
C 2.430 -0.157 3.056
H 2.366 0.037 4.135
H 0.414 -1.046 2.546
H 3.944 -0.473 0.047
H 4.613 0.405 2.508
Sc 1.913 1.480 1.297
C 0.705 1.349 -0.392
H -0.204 1.108 0.373
H 0.380 2.151 -1.192
H 1.575 0.654 -0.598
Si -1.288 -1.067 -1.578
C -3.075 -1.293 -1.435
C -3.442 -2.226 -0.410
H -2.659 -2.835 0.107
C -4.796 -2.363 -0.026
H -5.079 -3.137 0.709
C -5.793 -1.540 -0.622
H -6.850 -1.680 -0.325
C -5.387 -0.579 -1.562
H -6.162 0.035 -2.034
C -4.047 -0.417 -1.922
H -3.775 0.382 -2.587
C -0.100 -1.990 -2.658
C -0.530 -3.279 -3.039
H -1.605 -3.527 -3.154
C 0.462 -4.209 -3.405
H 0.149 -5.238 -3.670
C 1.843 -3.835 -3.485
H 2.598 -4.617 -3.768
C 2.198 -2.510 -3.195
H 3.240 -2.225 -3.274
C 1.225 -1.569 -2.843
H 1.466 -0.505 -2.795
H -0.952 -1.389 -0.165
H -1.057 0.372 -1.665
C -0.526 4.278 4.141
O 0.606 4.795 3.347
C 1.134 3.992 2.456
O 0.645 2.854 2.235
N 2.185 4.476 1.735
N 2.797 3.507 0.843
H -0.296 3.341 4.642
H -1.366 4.212 3.464
H -0.690 5.061 4.867
H 2.640 5.323 2.078
H 2.536 3.815 -0.100
H 3.829 3.781 0.799
*
```

---

Density functional theory data (the ωB97M-V functional and the def2-TZVPD basis) for a molecular structure, C20H26N2O2SiV at a distorted geometry.

* frontier orbital gap (spin up / spin down): 7.24 / 6.65 eV
* highest occupied orbital energy (spin up / spin down): -13.9 / -13.4 eV
* ΔE to the lowest compared entry with this formula, charge and spin: 78.3 kJ/mol
* E: -2270.4364 Ha
* <S²>: 0.757

```
! RIJCOSX wB97M-V def2-TZVPD def2/J DEFGRID3
* xyz 2 2
C 1.855 1.440 3.179
C 0.489 1.523 2.743
C -0.060 0.204 2.775
H -0.048 2.414 2.394
C 0.962 -0.673 3.298
C 2.139 0.084 3.541
H 3.080 -0.303 4.017
H 2.494 2.308 3.431
H -1.054 -0.108 2.455
H 0.847 -1.745 3.455
V 1.556 0.192 1.570
C 0.776 -0.782 -2.243
H 1.277 -1.744 -2.297
H 1.094 0.144 -2.703
H 1.475 -0.499 -1.275
Si -1.387 -0.299 -0.970
C -2.274 1.006 -2.016
C -3.195 1.839 -1.344
H -3.218 1.854 -0.254
C -4.149 2.556 -2.090
H -4.893 3.173 -1.584
C -4.155 2.512 -3.484
H -4.914 3.053 -4.074
C -3.139 1.788 -4.155
H -3.068 1.818 -5.222
C -2.205 1.043 -3.416
H -1.506 0.414 -3.966
C -2.395 -1.880 -0.539
C -3.736 -2.064 -0.991
H -4.122 -1.359 -1.744
C -4.489 -3.180 -0.622
H -5.535 -3.228 -0.927
C -3.888 -4.235 0.067
H -4.477 -5.111 0.312
C -2.566 -4.106 0.525
H -2.126 -4.914 1.091
C -1.851 -2.938 0.248
H -0.782 -2.886 0.529
H -0.453 0.359 -0.025
H -0.356 -0.811 -2.172
C 6.611 0.732 1.450
O 5.697 -0.179 0.753
C 4.438 0.227 0.685
O 3.501 -0.474 0.235
N 4.040 1.382 1.308
N 2.772 1.910 0.751
H 6.728 1.662 0.884
H 7.546 0.146 1.454
H 6.283 0.896 2.491
H 4.769 1.979 1.597
H 2.654 2.840 1.160
H 2.961 2.020 -0.282
*
```

---

Density functional theory data (the ωB97M-V functional and the def2-TZVPD basis) for a single C20H26N2O3S2 molecule.

* frontier orbital gap: 9.43 eV
* SMILES: Cc1ccc(S(=O)(=O)NC[C@H]2CC[C@@H](C(=O)NCc3cccs3)CC2)cc1
* highest occupied orbital energy: -8.8 eV
* ΔE to the lowest compared entry with this formula, charge and spin: 31.1 kJ/mol
* E: -1909.3429 Ha

```
! RIJCOSX wB97M-V def2-TZVPD def2/J DEFGRID3
* xyz 0 1
C -7.040 -0.384 -0.763
C -5.617 -0.113 -0.383
C -5.243 1.148 0.074
C -3.936 1.404 0.446
C -2.998 0.394 0.364
C -3.346 -0.863 -0.085
C -4.655 -1.114 -0.457
H -4.935 -2.098 -0.806
H -2.587 -1.627 -0.127
S -1.301 0.739 0.795
O -1.266 1.938 1.580
O -0.690 -0.458 1.297
N -0.671 1.037 -0.728
H -0.076 0.276 -1.018
C -0.165 2.356 -1.030
H -0.397 2.581 -2.078
H -0.730 3.035 -0.390
C 1.338 2.550 -0.777
C 2.179 1.731 -1.758
C 3.670 1.954 -1.503
H 4.276 1.391 -2.219
C 4.066 1.624 -0.063
C 3.983 0.157 0.364
O 4.087 -0.165 1.528
N 3.853 -0.762 -0.624
H 3.721 -0.466 -1.575
C 3.559 -2.150 -0.329
C 2.090 -2.430 -0.429
C 1.262 -2.199 -1.489
C -0.075 -2.575 -1.236
C -0.239 -3.085 0.012
S 1.220 -3.092 0.906
H -1.132 -3.459 0.471
H -0.868 -2.477 -1.958
H 1.594 -1.795 -2.432
H 4.120 -2.785 -1.025
H 3.902 -2.340 0.690
C 3.203 2.445 0.906
C 1.720 2.188 0.658
H 1.496 1.135 0.849
H 1.119 2.773 1.355
H 3.457 2.162 1.927
H 3.420 3.507 0.775
H 5.116 1.908 0.086
H 3.891 3.012 -1.671
H 1.927 0.675 -1.639
H 1.937 2.019 -2.785
H 1.553 3.612 -0.940
H -3.628 2.370 0.813
H -5.985 1.931 0.138
H -7.453 0.448 -1.329
H -7.120 -1.291 -1.357
H -7.645 -0.510 0.134
*
```

---

Density functional theory data (the ωB97M-V functional and the def2-TZVPD basis) for a single C20H26N4O2S molecule.

* frontier orbital gap: 8.47 eV
* SMILES: CCOc1ccc(NC(=S)NC[C@H](c2cccnc2)N2CCOCC2)cc1
* highest occupied orbital energy: -7.9 eV
* ΔE to the lowest compared entry with this formula, charge and spin: 226.6 kJ/mol
* E: -1545.3925 Ha

```
! RIJCOSX wB97M-V def2-TZVPD def2/J DEFGRID3
* xyz 0 1
C -5.367 -2.777 -0.642
C -5.413 -2.236 0.784
O -5.598 -0.836 0.830
C -4.564 -0.004 0.535
C -4.887 1.354 0.467
C -3.921 2.299 0.205
C -2.595 1.916 0.003
C -2.274 0.563 0.044
C -3.245 -0.387 0.314
H -2.951 -1.424 0.337
H -1.266 0.240 -0.168
N -1.641 2.898 -0.293
C -0.316 2.914 0.002
N 0.126 2.103 0.983
H -0.544 1.488 1.420
C 1.515 1.812 1.197
H 1.785 2.016 2.238
H 2.078 2.494 0.558
C 1.838 0.332 0.891
N 1.173 -0.084 -0.337
C 1.573 0.507 -1.605
H 1.872 1.543 -1.460
C 2.686 -0.267 -2.324
O 2.355 -1.632 -2.472
C 2.111 -2.223 -1.215
C 0.955 -1.510 -0.503
H 0.770 -1.972 0.469
H 0.058 -1.627 -1.125
H 1.854 -3.265 -1.413
H 3.022 -2.187 -0.599
H 2.820 0.123 -3.334
H 3.636 -0.180 -1.777
H 0.684 0.498 -2.247
C 3.330 0.083 0.976
C 4.281 0.906 0.379
C 5.622 0.575 0.480
C 5.972 -0.572 1.177
N 5.082 -1.358 1.758
C 3.806 -1.033 1.661
H 3.120 -1.708 2.159
H 7.004 -0.878 1.279
H 6.378 1.195 0.025
H 3.989 1.793 -0.164
H 1.361 -0.269 1.679
S 0.661 4.000 -0.778
H -1.957 3.689 -0.838
H -4.187 3.344 0.152
H -5.914 1.643 0.627
H -6.285 -2.640 1.305
H -4.515 -2.528 1.343
H -5.280 -3.860 -0.621
H -6.279 -2.506 -1.167
H -4.522 -2.365 -1.189
*
```